Record 1
C8H15NO3 in the gas phase at a distorted geometry, computed with ωB97M-V/def2-TZVPD.

```
27
Properties=species:S:1:pos:R:3:nbo_charge:R:1
C 2.901 -1.246 0.588 -0.615
C 1.408 -1.192 0.903 -0.562
C 0.838 -0.983 -0.487 0.634
O 1.429 -1.239 -1.502 -0.519
C -0.609 -0.555 -0.535 -0.105
C -1.302 -0.720 -1.908 -0.645
C -1.301 -1.726 0.234 0.779
O -1.751 -2.679 -0.343 -0.566
O -1.416 -1.658 1.544 -0.667
N -0.851 0.655 0.241 -0.457
C 0.127 1.704 -0.078 -0.389
C -2.319 0.936 0.359 -0.412
H 3.280 -2.292 0.599 0.218
H 3.191 -0.835 -0.416 0.242
H 3.427 -0.716 1.434 0.205
H 1.199 -0.310 1.482 0.230
H 1.111 -2.096 1.234 0.246
H -2.403 -0.422 -1.961 0.228
H -0.709 -0.035 -2.554 0.210
H -1.052 -1.828 -2.210 0.272
H -0.765 -1.056 1.907 0.498
H -0.082 2.042 -1.036 0.178
H -0.086 2.432 0.582 0.201
H 1.087 1.373 -0.063 0.194
H -2.758 1.915 -0.104 0.200
H -2.818 0.081 0.157 0.203
H -2.427 1.116 1.438 0.201
```

Results
Gap between HOMO and LUMO = 9.5 eV
Structure (SMILES) = CCC(=O)[C@@](C)(C(=O)O)N(C)C
Highest occupied orbital energy = -8.9 eV

Record 2
2 unconnected molecules or ions with the total composition C5H12N2 at a distorted geometry, computed with ωB97M-V/def2-TZVPD.

```
19
Properties=species:S:1:pos:R:3:nbo_charge:R:1
C 1.553 0.592 -0.717 -0.330
C 0.308 0.984 -0.012 0.022
C 0.191 0.604 1.448 -0.613
C -0.417 2.268 -0.373 -0.600
C -1.181 -2.488 -0.203 -0.473
N 0.302 -0.025 -1.019 -0.204
N 0.161 -2.098 0.007 -0.440
H 1.963 1.186 -1.527 0.205
H 2.292 0.027 -0.163 0.214
H 0.619 -0.384 1.592 0.247
H -0.854 0.577 1.746 0.205
H 0.715 1.331 2.066 0.210
H 0.040 3.107 0.152 0.214
H -1.464 2.201 -0.078 0.210
H -0.365 2.447 -1.442 0.216
H -1.239 -3.581 -0.076 0.209
H -1.821 -2.018 0.546 0.190
H -1.561 -2.273 -1.207 0.201
H 0.757 -2.456 -0.739 0.318
```

Results
Gap between HOMO and LUMO (spin up / spin down) = 9.2 / 9.5 eV
Highest occupied orbital energy (spin up / spin down) = -9.0 / -9.1 eV

Record 3
A molecular structure, C15H15N3ORbSSbSe4 at a distorted geometry, computed with ωB97M-V/def2-TZVPD.

```
41
Properties=species:S:1:pos:R:3:nbo_charge:R:1
Rb -1.501 -0.164 18.363 0.944
N -3.492 -3.318 20.861 -0.852
C -3.558 -2.177 20.007 0.273
S -3.304 -2.485 18.298 -0.611
N -3.874 -1.100 20.621 -0.467
N -4.324 -0.035 19.975 -0.261
C -3.967 1.162 20.388 0.040
C -2.907 1.383 21.371 -0.257
C -3.187 1.027 22.715 -0.158
C -2.245 1.195 23.728 -0.340
C -1.034 1.770 23.430 -0.216
C -0.693 2.048 22.085 -0.335
C -1.619 1.837 20.984 0.384
O -1.289 2.062 19.776 -0.846
H -2.905 -4.091 20.525 0.380
H -3.434 -3.064 21.834 0.373
H -4.460 1.973 19.891 0.171
H -4.076 0.337 22.890 0.210
H -2.471 0.920 24.750 0.183
H -0.336 1.937 24.263 0.183
H 0.269 2.529 21.849 0.194
C -0.432 3.368 15.491 -0.630
C -1.555 2.387 15.457 -0.017
C -1.561 1.246 14.656 -0.228
C -2.635 0.396 14.573 -0.207
C -3.785 0.678 15.306 -0.235
C -3.746 1.733 16.174 -0.222
C -2.636 2.593 16.292 -0.218
H -0.684 4.196 14.796 0.204
H 0.456 2.897 15.155 0.228
H -0.411 3.783 16.491 0.224
H -0.655 1.004 14.155 0.223
H -2.731 -0.432 13.857 0.213
H -4.567 -0.062 15.390 0.222
H -4.477 1.754 16.968 0.219
H -2.597 3.408 17.009 0.219
Se 2.646 -0.280 11.881 -0.724
Sb 3.337 -1.387 13.898 1.032
Se 3.124 0.393 15.570 -0.296
Se 5.165 -2.955 13.938 -0.719
Se 1.810 -1.870 15.765 -0.283
```

Results
Gap between HOMO and LUMO = 5.4 eV
Highest occupied orbital energy = -2.2 eV
Charge = -2

Record 4
A molecular structure, C12H36InO16P4 at a distorted geometry, computed with ωB97M-V/def2-TZVPD.

```
69
Properties=species:S:1:pos:R:3:nbo_charge:R:1
In -0.131 0.031 -0.193 1.641
C 3.671 0.138 -3.451 -0.262
O 2.769 -0.584 -4.319 -0.789
P 1.125 -0.333 -4.334 2.564
O 0.515 -0.289 -2.939 -1.172
O 0.451 -1.460 -5.367 -0.749
C -0.941 -1.293 -5.459 -0.287
O 1.017 1.043 -5.234 -0.818
C 1.690 1.140 -6.516 -0.251
H 4.566 0.125 -4.074 0.223
H 3.876 -0.253 -2.454 0.188
H 3.495 1.201 -3.285 0.191
H -1.313 -0.273 -5.363 0.194
H -1.363 -1.992 -4.737 0.193
H -1.392 -1.636 -6.391 0.223
H 1.328 0.280 -7.079 0.200
H 2.778 1.202 -6.496 0.203
H 1.294 2.081 -6.898 0.215
C -3.309 5.197 1.469 -0.272
O -2.655 4.297 0.558 -0.784
P -3.298 2.968 -0.159 2.541
O -2.297 1.927 -0.736 -1.092
O -4.199 3.689 -1.361 -0.766
C -4.227 3.036 -2.637 -0.275
O -4.368 2.266 0.910 -0.786
C -5.511 1.608 0.499 -0.258
H -3.253 6.228 1.119 0.217
H -2.814 5.187 2.441 0.200
H -4.337 5.084 1.814 0.216
H -5.181 3.372 -3.043 0.215
H -4.124 1.951 -2.615 0.197
H -3.570 3.576 -3.318 0.206
H -5.916 0.987 1.299 0.221
H -5.151 0.865 -0.213 0.165
H -6.234 2.162 -0.100 0.208
C 4.444 0.011 4.805 -0.265
O 3.418 -0.160 3.803 -0.809
P 3.460 0.578 2.304 2.575
O 2.285 0.215 1.374 -1.164
O 3.814 2.098 2.599 -0.795
C 2.732 3.072 2.836 -0.265
O 4.849 0.009 1.763 -0.782
C 4.892 -0.209 0.376 -0.270
H 5.177 -0.794 4.860 0.212
H 3.856 -0.104 5.715 0.203
H 4.806 1.033 4.918 0.204
H 1.716 2.731 2.639 0.187
H 3.024 3.867 2.149 0.214
H 2.695 3.483 3.845 0.217
H 5.980 -0.256 0.323 0.224
H 4.567 0.707 -0.117 0.182
H 4.401 -1.164 0.192 0.200
C -2.209 -5.990 1.775 -0.243
O -1.683 -4.739 1.331 -0.821
P -0.769 -3.672 2.150 2.545
O -0.275 -2.408 1.381 -1.143
O -1.819 -3.308 3.408 -0.768
C -2.964 -2.657 3.168 -0.256
O 0.360 -4.586 2.968 -0.755
C 1.599 -3.935 3.243 -0.260
H -1.389 -6.707 1.747 0.209
H -3.038 -6.370 1.177 0.215
H -2.642 -5.732 2.741 0.196
H -2.859 -1.704 2.650 0.160
H -3.451 -2.290 4.071 0.210
H -3.667 -3.288 2.623 0.180
H 1.493 -3.287 4.112 0.197
H 1.833 -3.268 2.413 0.186
H 2.372 -4.700 3.315 0.218
```

Results
Multiplicity = 2
Gap between HOMO and LUMO (spin up / spin down) = 9.2 / 4.1 eV
⟨S²⟩ = 0.7564
Highest occupied orbital energy (spin up / spin down) = -15.7 / -15.6 eV
Charge = +2

Record 5
A molecular structure, C19H12N4O4S2Y, computed with ωB97M-V/def2-TZVPD.

```
42
Properties=species:S:1:pos:R:3:nbo_charge:R:1
Y 0.024 -0.370 -0.791 2.319
O 3.215 -1.713 -3.496 -0.500
C 2.290 -1.580 -2.742 0.642
N 1.705 -0.400 -2.286 -0.944
C 2.215 0.812 -2.762 0.643
O 3.273 1.018 -3.287 -0.492
C 1.251 1.967 -2.540 0.130
C 1.600 3.227 -2.977 -0.191
C 0.713 4.275 -2.782 -0.108
C -0.491 4.030 -2.139 -0.224
C -0.761 2.747 -1.711 0.074
N 0.080 1.725 -1.917 -0.617
C 1.579 -2.810 -2.213 0.137
C 2.039 -4.062 -2.566 -0.194
C 1.380 -5.179 -2.077 -0.110
C 0.283 -5.005 -1.246 -0.231
C -0.112 -3.722 -0.931 0.065
N 0.514 -2.634 -1.409 -0.618
H 2.558 3.354 -3.462 0.268
H 0.959 5.272 -3.122 0.242
H -1.205 4.819 -1.955 0.247
H -1.680 2.526 -1.180 0.213
H 2.901 -4.131 -3.214 0.269
H 1.721 -6.172 -2.338 0.242
H -0.254 -5.850 -0.839 0.246
H -0.952 -3.548 -0.269 0.222
O -1.754 -0.966 0.752 -1.009
S -0.813 -0.612 1.857 2.235
O 0.180 -1.646 2.006 -0.888
N -0.105 0.743 1.311 -1.027
C -0.401 1.834 2.083 0.038
S 0.048 3.363 1.760 -0.009
C -1.228 1.412 3.265 -0.010
C -1.675 2.203 4.306 -0.169
C -2.431 1.615 5.314 -0.159
C -2.741 0.257 5.294 -0.179
C -2.300 -0.556 4.258 -0.158
C -1.556 0.057 3.270 -0.371
H -1.428 3.256 4.318 0.254
H -2.783 2.227 6.133 0.238
H -3.328 -0.174 6.093 0.239
H -2.527 -1.612 4.233 0.246
```

Results
Gap between HOMO and LUMO = 7.8 eV
Highest occupied orbital energy = -11.6 eV
Charge = +1

Record 6
2 unconnected molecules or ions with the total composition BrHOS at a distorted geometry, computed with ωB97M-V/def2-TZVPD.

```
4
Properties=species:S:1:pos:R:3:nbo_charge:R:1
O -0.389 0.384 0.692 -0.692
S -0.414 -0.431 2.000 0.724
Br 0.595 -0.204 -1.946 -0.240
H 0.208 0.251 -0.746 0.208
```

Results
Gap between HOMO and LUMO (spin up / spin down) = 7.6 / 7.7 eV
Structure (SMILES) = O=S.Br
Highest occupied orbital energy (spin up / spin down) = -10.2 / -10.3 eV